{"formula": "C5H13O3Ru", "method": "the ωB97M-V functional and the def2-TZVPD basis", "species": ["Ru", "O", "O", "O", "C", "C", "C", "C", "C", "H", "H", "H", "H", "H", "H", "H", "H", "H", "H", "H", "H", "H"], "positions_angstrom": [[-0.32, 0.37, 1.99], [1.44, -0.65, 2.02], [-0.79, -0.13, 0.01], [0.91, 1.89, -1.72], [1.82, 1.43, -0.76], [-1.13, -1.53, 0.14], [-0.89, -1.95, 1.57], [-0.45, 1.84, -1.36], [-1.03, 0.44, -1.27], [-2.19, -1.62, -0.16], [-0.52, -2.08, -0.60], [2.83, 1.69, -1.10], [-0.59, -0.20, -2.05], [-0.35, -2.41, 2.40], [-0.61, 2.36, -0.40], [1.13, -1.75, 1.72], [1.64, 1.92, 0.22], [-1.00, 2.38, -2.14], [-2.12, 0.48, -1.43], [2.27, -0.33, 1.66], [1.76, 0.34, -0.62], [-1.81, -2.49, 1.86]], "multiplicity": 7, "s_squared": 12.01, "e_homo_ev": [-10.61, -13.82], "charge": 1, "orbital_gap_ev": [7.08, 7.81]}

=====

{"formula": "C5H13OP", "method": "the ωB97M-V functional and the def2-TZVPD basis", "species": ["P", "O", "C", "C", "C", "C", "C", "H", "H", "H", "H", "H", "H", "H", "H", "H", "H", "H", "H", "H"], "positions_angstrom": [[1.47, 0.27, -0.23], [2.38, 1.16, 0.51], [-0.35, 0.48, -0.05], [-1.09, -0.64, -0.78], [-0.48, 0.34, 1.56], [-0.58, 1.86, -0.57], [1.89, -1.47, -0.12], [-0.52, -0.67, 1.84], [3.02, -1.42, -0.21], [-1.37, 0.63, 2.20], [-0.33, 1.79, -1.65], [-0.97, -0.67, -1.85], [-2.25, -0.60, -0.63], [1.32, -2.19, -0.69], [-0.84, -1.66, -0.36], [0.38, 0.90, 1.84], [1.81, 0.45, -1.53], [-1.56, 2.35, -0.38], [0.21, 2.44, -0.17], [1.72, -1.81, 0.96]], "smiles": "C[P@H](=O)C(C)(C)C", "multiplicity": 1, "e_homo_ev": -9.95, "charge": 0, "orbital_gap_ev": 10.74}

=====

{"formula": "C5H14", "method": "the ωB97M-V functional and the def2-TZVPD basis", "species": ["C", "C", "C", "C", "C", "H", "H", "H", "H", "H", "H", "H", "H", "H", "H", "H", "H", "H", "H"], "positions_angstrom": [[0.70, 1.81, -1.02], [-1.84, -1.70, 1.72], [1.22, 0.46, -0.77], [2.77, 0.34, -0.58], [-2.46, -0.84, 0.60], [-0.43, 1.89, -0.99], [0.87, 2.15, -2.12], [-2.20, -2.71, 1.23], [3.12, 1.27, -0.16], [3.29, 0.32, -1.55], [-2.56, -1.45, -0.24], [-1.83, -0.03, 0.26], [-2.43, -1.55, 2.56], [1.13, 2.47, -0.27], [-0.81, -1.52, 1.91], [0.83, -0.17, 0.01], [-3.32, -0.32, 1.09], [2.99, -0.34, 0.11], [0.96, -0.10, -1.78]], "multiplicity": 2, "s_squared": 0.75, "e_homo_ev": [1.47, -7.16], "charge": -1, "orbital_gap_ev": [2.74, 11.43]}

=====

{"formula": "C5H14", "method": "the ωB97M-V functional and the def2-TZVPD basis", "species": ["C", "C", "C", "C", "C", "H", "H", "H", "H", "H", "H", "H", "H", "H", "H", "H", "H", "H", "H"], "positions_angstrom": [[-1.33, 2.22, 0.39], [-0.18, 2.12, -0.64], [2.28, -2.16, -0.40], [0.86, -2.31, 0.11], [-1.91, 0.80, 0.67], [-1.01, 2.62, 1.38], [2.37, -2.64, -1.27], [-2.74, 0.39, 0.15], [-0.22, 2.91, -1.39], [3.15, -2.48, 0.22], [2.30, -1.12, -0.57], [0.81, -1.91, 1.16], [0.09, -1.76, -0.50], [0.59, -3.46, 0.12], [0.73, 2.16, -0.15], [-2.08, 2.82, -0.03], [-1.18, -0.02, 0.27], [-0.19, 1.24, -1.17], [-2.35, 0.60, 1.69]], "smiles": "CCC.CC", "multiplicity": 1, "e_homo_ev": -11.06, "charge": 0, "orbital_gap_ev": 12.18}

=====

{"formula": "C5H14", "method": "the ωB97M-V functional and the def2-TZVPD basis", "species": ["C", "C", "C", "C", "C", "H", "H", "H", "H", "H", "H", "H", "H", "H", "H", "H", "H", "H", "H"], "positions_angstrom": [[-0.42, -1.17, -0.39], [0.61, -2.27, -0.23], [0.00, 2.41, 0.80], [1.19, -2.61, -1.65], [-1.21, 3.14, 1.41], [-2.05, 2.46, 1.54], [-0.13, 2.16, -0.25], [0.02, -0.18, -0.36], [-1.01, -1.28, -1.28], [-0.92, 3.64, 2.34], [0.40, -3.06, -2.25], [-1.13, -1.20, 0.45], [1.98, -3.36, -1.58], [1.52, -2.13, 0.34], [-1.55, 3.99, 0.81], [1.58, -1.71, -2.12], [0.16, -3.21, 0.11], [0.93, 2.93, 1.02], [0.03, 1.44, 1.30]], "smiles": "CCC.CC", "multiplicity": 1, "e_homo_ev": -11.25, "charge": 0, "orbital_gap_ev": 12.40}

=====

{"formula": "C5H14", "method": "the ωB97M-V functional and the def2-TZVPD basis", "species": ["C", "C", "C", "C", "C", "H", "H", "H", "H", "H", "H", "H", "H", "H", "H", "H", "H", "H", "H"], "positions_angstrom": [[-1.71, -2.28, -0.97], [-0.45, -2.47, 0.04], [0.35, 2.17, -0.81], [1.38, 0.80, 1.16], [0.53, 1.97, 0.67], [-1.86, -1.30, -1.39], [0.51, 3.26, -1.14], [1.45, 1.03, 2.33], [-1.75, -3.10, -1.77], [1.06, 1.42, -1.32], [-0.71, 2.05, -1.16], [0.94, 3.11, 0.87], [0.02, -1.52, 0.27], [0.73, -0.07, 1.02], [-2.59, -2.51, -0.40], [2.40, 0.69, 0.77], [-0.79, -3.11, 0.88], [-0.41, 1.79, 1.08], [0.38, -2.92, -0.61]], "smiles": "CCC.CC", "multiplicity": 1, "e_homo_ev": -10.60, "charge": 0, "orbital_gap_ev": 11.67}

=====

{"formula": "C5H14", "method": "the ωB97M-V functional and the def2-TZVPD basis", "species": ["C", "C", "C", "C", "C", "H", "H", "H", "H", "H", "H", "H", "H", "H", "H", "H", "H", "H", "H"], "positions_angstrom": [[2.41, 1.82, 0.39], [-1.30, -2.55, -0.65], [1.05, 2.23, -0.17], [-0.76, -1.12, -0.40], [-1.48, -0.49, 0.79], [-0.49, -3.28, -0.65], [-0.77, -0.51, -1.30], [0.30, -1.27, -0.21], [-1.88, -2.63, -1.56], [-2.56, -0.47, 0.65], [2.98, 1.26, -0.36], [-1.24, -1.05, 1.69], [0.48, 2.69, 0.63], [1.11, 2.84, -1.07], [0.44, 1.38, -0.47], [-1.95, -2.88, 0.17], [2.28, 1.22, 1.29], [-1.19, 0.56, 0.93], [3.03, 2.67, 0.64]], "smiles": "CCC.CC", "multiplicity": 1, "e_homo_ev": -11.35, "charge": 0, "orbital_gap_ev": 12.49}

=====

{"formula": "C5H14", "method": "the ωB97M-V functional and the def2-TZVPD basis", "species": ["C", "C", "C", "C", "C", "H", "H", "H", "H", "H", "H", "H", "H", "H", "H", "H", "H", "H", "H"], "positions_angstrom": [[0.70, 1.99, 0.77], [-0.20, -0.70, -1.35], [-1.77, -0.83, -1.33], [0.55, 1.31, 2.13], [0.61, -1.81, -0.70], [0.20, -0.67, -2.34], [-0.27, 2.40, 0.69], [0.27, -1.93, 0.32], [-2.07, -1.02, -0.26], [-2.45, 0.02, -1.59], [0.36, -2.81, -1.17], [-1.92, -1.88, -1.84], [1.80, -1.56, -0.74], [1.38, 0.78, 2.54], [0.12, 0.24, -0.92], [1.62, 2.68, 0.76], [0.33, 2.08, 2.90], [0.95, 1.18, 0.03], [-0.22, 0.54, 2.10]], "smiles": "CCC.CC", "multiplicity": 1, "e_homo_ev": -10.83, "charge": 0, "orbital_gap_ev": 11.92}

=====

{"formula": "C5H14", "method": "the ωB97M-V functional and the def2-TZVPD basis", "species": ["C", "C", "C", "C", "C", "H", "H", "H", "H", "H", "H", "H", "H", "H", "H", "H", "H", "H", "H"], "positions_angstrom": [[-1.59, -1.14, 2.23], [0.02, 0.56, 1.30], [0.18, 0.46, -2.18], [-0.30, -0.92, 1.44], [1.63, 0.80, -2.53], [-0.23, -0.36, -2.77], [-1.93, -2.17, 2.27], [-0.87, 1.11, 1.01], [1.66, 1.39, -3.45], [0.51, -1.47, 1.93], [0.83, 0.80, 0.61], [-0.49, 1.32, -2.17], [2.18, -0.12, -2.68], [-0.39, -1.40, 0.46], [2.05, 1.45, -1.77], [0.33, 0.94, 2.28], [-2.34, -0.42, 1.90], [0.15, 0.06, -1.16], [-1.39, -0.90, 3.28]], "smiles": "CCC.CC", "multiplicity": 1, "e_homo_ev": -11.34, "charge": 0, "orbital_gap_ev": 12.51}

=====

{"formula": "C5H14", "method": "the ωB97M-V functional and the def2-TZVPD basis", "species": ["C", "C", "C", "C", "C", "H", "H", "H", "H", "H", "H", "H", "H", "H", "H", "H", "H", "H", "H"], "positions_angstrom": [[2.31, 0.65, 2.00], [-0.99, -0.86, -1.08], [-2.04, -1.42, -2.02], [-1.73, -0.06, 0.03], [2.40, 1.64, 0.89], [1.42, 0.76, 2.59], [-2.37, -0.73, 0.62], [1.54, 1.65, 0.22], [-0.15, -0.37, -1.65], [-2.76, -0.66, -2.39], [-2.55, 0.62, -0.24], [-0.46, -1.68, -0.53], [-1.01, 0.21, 0.77], [3.15, 0.58, 2.72], [-2.74, -2.08, -1.49], [2.40, -0.40, 1.62], [3.40, 1.67, 0.44], [2.21, 2.67, 1.27], [-1.70, -1.95, -2.90]], "smiles": "CCC.CC", "multiplicity": 1, "e_homo_ev": -11.01, "charge": 0, "orbital_gap_ev": 12.13}

=====

{"formula": "C5H14", "method": "the ωB97M-V functional and the def2-TZVPD basis", "species": ["C", "C", "C", "C", "C", "H", "H", "H", "H", "H", "H", "H", "H", "H", "H", "H", "H", "H", "H"], "positions_angstrom": [[0.11, -1.01, 1.22], [0.29, 2.57, -0.94], [0.45, -1.61, -0.14], [0.52, 1.25, -1.63], [-1.33, -1.28, 1.63], [1.06, 3.33, -0.91], [0.88, 1.31, -2.65], [0.27, 2.28, 0.13], [-2.02, -1.22, 0.77], [-0.41, -1.90, -0.74], [0.30, 0.05, 1.31], [1.23, -1.13, -0.72], [-1.58, -2.24, 2.05], [-0.61, 3.15, -1.17], [-1.66, -0.46, 2.26], [0.96, -2.59, -0.09], [-0.42, 0.72, -1.79], [1.00, 0.44, -1.06], [0.85, -1.45, 1.90]], "smiles": "CCC.CC", "multiplicity": 1, "e_homo_ev": -10.93, "charge": 0, "orbital_gap_ev": 12.10}

=====

{"formula": "C5H14", "method": "the ωB97M-V functional and the def2-TZVPD basis", "species": ["C", "C", "C", "C", "C", "H", "H", "H", "H", "H", "H", "H", "H", "H", "H", "H", "H", "H", "H"], "positions_angstrom": [[-1.06, 0.91, 0.86], [1.37, -1.59, -1.60], [-0.67, 1.99, -0.16], [0.21, -2.17, -0.85], [-0.14, 0.93, 2.05], [-0.29, -2.98, -1.40], [-0.48, 1.81, -1.22], [0.07, 1.96, 2.31], [0.35, -2.62, 0.12], [-1.34, 2.86, -0.08], [-0.56, -1.41, -0.82], [2.37, -2.01, -1.50], [-0.55, 0.36, 2.88], [1.17, -1.46, -2.67], [0.79, 0.37, 1.93], [-0.94, 0.02, 0.24], [1.57, -0.56, -1.25], [-2.12, 1.00, 1.11], [0.24, 2.58, 0.06]], "smiles": "CCC.CC", "multiplicity": 1, "e_homo_ev": -10.99, "charge": 0, "orbital_gap_ev": 12.13}

=====

Computed ΔE to the lowest compared entry with this formula, charge and spin, in the same sequence as the records: 0.0 12.7 38.4 35.3 8.6 42.3 5.7 30.8 4.5 19.3 23.6 19.7 kcal/mol.